Molecular formula: C3H15NO4
Method: DFT, ωB97M-V/def2-TZVPD

## Properties
- frontier orbital gap (eV) = 9.3
- E_LUMO (eV) = 0.53
- spin multiplicity = 1
- SMILES string = C[C@H](N)CO.O.O.O
- energy above the lowest of the compared OMol25 structures with the same formula, charge and spin (eV) = 3.178
- charge = 0

The geometry in XYZ format:
```
23
C3H15NO4 | the OMol25 dataset | ωB97M-V/def2-TZVPD
C 0.804 2.630 0.901
C 0.625 1.698 -0.267
N -0.529 1.506 -0.993
C 0.783 0.298 0.471
O 1.149 -0.725 -0.470
H 0.034 3.339 0.728
H 0.704 2.310 1.845
H 1.850 3.111 0.724
H 1.604 1.682 -0.981
H -0.486 1.832 -1.952
H -1.460 1.752 -0.466
H 1.610 0.378 1.296
H -0.026 -0.283 0.916
H 0.412 -0.827 -1.001
O -0.845 -2.062 -1.655
H -1.358 -1.304 -1.895
H -0.920 -2.828 -2.212
O 1.130 -3.076 1.395
H 1.533 -2.531 2.150
H 1.079 -2.631 0.514
O -2.614 -1.050 0.041
H -3.073 -1.438 0.899
H -2.007 -1.780 0.014
```

Table of Mulliken atomic charges, one value per atom, all in e: number 1, C, carries -1.536; number 2, C, carries 0.427; number 3, N, carries -0.447; number 4, C, carries -0.659; number 5, O, carries -0.567; number 6, H, carries 0.442; number 7, H, carries 0.487; number 8, H, carries 0.242; number 9, H, carries 0.223; number 10, H, carries 0.213; number 11, H, carries 0.232; number 12, H, carries 0.243; number 13, H, carries 0.415; number 14, H, carries 0.358; number 15, O, carries -0.646; number 16, H, carries 0.337; number 17, H, carries 0.235; number 18, O, carries -0.667; number 19, H, carries 0.302; number 20, H, carries 0.376; number 21, O, carries -0.622; number 22, H, carries 0.325; number 23, H, carries 0.286